1.
Computed, not measured: a structure of composition C23H61N2O9Y, with the ωB97M-V functional and the def2-TZVPD basis.

Geometry (Å):
Y1 15.388 3.075 -1.116
C1 15.032 4.373 3.216
C2 14.972 3.211 2.325
O1 14.408 3.469 1.051
H1 13.992 4.676 3.339
H2 15.602 5.159 2.720
H3 15.607 4.104 4.102
H4 14.380 2.421 2.786
H5 15.963 2.761 2.275
O2 17.612 2.419 -0.179
H6 18.269 3.047 0.123
H7 18.060 1.573 -0.153
O3 16.538 1.014 5.602
H8 15.804 1.057 6.215
H9 16.858 1.914 5.547
O4 13.319 6.509 1.330
H10 14.126 6.813 0.915
H11 13.434 5.562 1.412
O5 12.887 0.803 0.762
H12 12.026 1.113 1.041
H13 13.467 1.553 0.896
O6 10.615 4.253 3.152
H14 10.862 5.178 3.125
H15 11.424 3.783 2.949
C3 19.284 6.240 5.120
C4 18.766 5.887 6.498
C5 18.336 7.249 7.112
C6 17.570 7.053 8.413
C7 16.287 6.149 8.191
C8 16.613 4.812 7.421
N1 17.541 5.052 6.330
O7 17.737 3.939 5.573
C9 17.248 3.915 8.530
C10 15.226 4.307 6.857
C11 19.895 5.244 7.372
H16 19.772 5.408 4.612
H17 20.084 6.937 5.371
H18 18.563 6.757 4.487
H19 19.210 7.865 7.322
H20 17.659 7.806 6.464
H21 17.322 8.082 8.673
H22 18.212 6.649 9.196
H23 15.609 6.765 7.600
H24 15.813 6.006 9.162
H25 17.867 4.388 9.293
H26 16.427 3.430 9.058
H27 17.893 3.129 8.138
H28 14.877 4.845 5.975
H29 15.290 3.234 6.677
H30 14.440 4.422 7.602
H31 19.658 5.207 8.436
H32 20.856 5.734 7.219
H33 20.035 4.216 7.038
H34 17.113 4.189 4.888
C12 15.393 8.106 4.263
C13 14.345 8.955 5.007
C14 15.061 9.628 6.178
C15 14.216 10.798 6.715
C16 13.867 11.865 5.651
C17 13.177 11.193 4.402
N2 13.857 9.942 4.043
O8 13.345 9.369 2.834
C18 11.652 10.944 4.862
C19 13.319 12.233 3.343
C20 13.227 8.046 5.542
H35 14.905 7.647 3.403
H36 15.772 7.358 4.959
H37 16.224 8.708 3.893
H38 15.113 8.894 6.982
H39 16.043 9.917 5.802
H40 14.814 11.274 7.493
H41 13.354 10.397 7.248
H42 14.670 12.544 5.365
H43 13.151 12.479 6.196
H44 11.549 10.613 5.895
H45 10.972 11.789 4.754
H46 11.219 10.084 4.351
H47 14.331 12.225 2.939
H48 12.634 12.001 2.526
H49 13.108 13.278 3.566
H50 12.751 8.372 6.466
H51 13.510 6.995 5.602
H52 12.410 8.057 4.820
H53 12.500 8.952 3.017
C21 20.286 3.866 1.690
C22 19.158 4.698 1.110
C23 19.334 6.152 1.351
O9 19.208 4.484 -0.322
H54 20.240 3.775 2.775
H55 21.242 4.337 1.463
H56 20.345 2.846 1.309
H57 18.238 4.310 1.548
H58 18.353 6.622 1.285
H59 20.082 6.718 0.794
H60 19.681 6.174 2.384
H61 18.533 4.991 -0.779

Computed properties:
total charge: +1
DFT total energy: -1737.484950 hartree
<S²>: 0.75
molecular weight: 598.65 g/mol
lowest unoccupied orbital energy (alpha / beta): -4.7 / -5.4 eV
spin multiplicity: 2
frontier orbital gap (alpha / beta): 0.1916 / 0.1675 Eh

---

2.
Computed, not measured: a cluster of 6 separate species, C23H61N5O5Si in total, with the ωB97M-V functional and the def2-TZVPD basis.

Geometry (Å):
C1 -3.711 -4.012 -0.720
C2 -2.387 -3.920 -0.682
C3 -0.793 -3.886 -0.334
Si1 -0.424 -4.970 1.210
H1 -4.744 -4.531 -0.812
H2 -0.487 -2.770 -0.210
H3 -0.278 -4.354 -1.259
H4 -1.730 -5.489 1.690
H5 0.107 -4.185 2.351
H6 0.389 -6.166 0.929
C4 4.641 -4.870 2.454
C5 3.661 -6.039 2.446
C6 3.903 -7.051 3.587
O1 4.997 -7.936 3.360
C7 6.263 -7.409 3.722
N1 3.703 -6.689 1.129
H7 5.638 -5.155 2.112
H8 4.291 -4.076 1.787
H9 4.733 -4.444 3.457
H10 2.658 -5.619 2.587
H11 3.018 -7.692 3.658
H12 4.001 -6.549 4.556
H13 6.206 -6.771 4.609
H14 6.697 -6.860 2.885
H15 6.927 -8.249 3.945
H16 2.990 -7.416 1.102
H17 4.579 -7.212 1.077
C8 7.947 -1.760 7.084
C9 7.441 -3.189 6.913
C10 8.152 -3.961 5.780
O2 7.703 -3.620 4.471
C11 8.327 -2.474 3.916
N2 5.985 -3.160 6.716
H18 7.601 -1.094 6.290
H19 7.588 -1.341 8.030
H20 9.040 -1.732 7.103
H21 7.648 -3.718 7.850
H22 7.918 -5.024 5.903
H23 9.242 -3.873 5.856
H24 9.378 -2.393 4.210
H25 7.782 -1.573 4.200
H26 8.280 -2.558 2.827
H27 5.642 -4.119 6.684
H28 5.814 -2.813 5.770
C12 -6.144 0.315 -2.163
C13 -4.908 -0.200 -1.429
C14 -4.029 0.926 -0.845
O3 -3.211 1.588 -1.806
C15 -3.863 2.631 -2.513
N3 -4.144 -1.069 -2.333
H29 -5.903 0.755 -3.133
H30 -6.843 -0.506 -2.350
H31 -6.668 1.067 -1.566
H32 -5.263 -0.809 -0.590
H33 -3.332 0.470 -0.132
H34 -4.626 1.648 -0.275
H35 -4.576 3.173 -1.885
H36 -4.362 2.231 -3.398
H37 -3.101 3.335 -2.855
H38 -3.366 -1.474 -1.814
H39 -3.686 -0.465 -3.019
C16 -7.629 7.394 -3.519
C17 -7.027 6.300 -4.395
C18 -7.648 4.907 -4.152
O4 -7.178 4.256 -2.974
C19 -7.854 4.630 -1.786
N4 -5.570 6.283 -4.204
H40 -7.300 7.329 -2.480
H41 -7.332 8.381 -3.886
H42 -8.722 7.351 -3.536
H43 -7.232 6.573 -5.437
H44 -7.351 4.259 -4.983
H45 -8.743 4.946 -4.166
H46 -8.917 4.821 -1.959
H47 -7.378 5.506 -1.340
H48 -7.764 3.808 -1.072
H49 -5.164 5.609 -4.851
H50 -5.389 5.875 -3.286
C20 -0.092 3.847 -3.004
C21 -0.254 4.695 -4.262
C22 0.943 5.632 -4.529
O5 0.962 6.802 -3.714
C23 1.547 6.618 -2.436
N5 -1.517 5.442 -4.175
H51 -0.225 4.424 -2.087
H52 -0.840 3.047 -2.987
H53 0.895 3.377 -2.973
H54 -0.324 4.003 -5.110
H55 0.860 5.995 -5.560
H56 1.897 5.096 -4.465
H57 2.385 5.916 -2.464
H58 0.794 6.285 -1.720
H59 1.921 7.587 -2.094
H60 -1.661 5.942 -5.051
H61 -1.381 6.189 -3.492

Computed properties:
DFT total energy: -1852.130271 hartree
molecular weight: 515.86 g/mol
SMILES: COC[C@@H](C)N.COC[C@@H](C)N.COC[C@@H](C)N.COC[C@@H](C)N.COC[C@@H](C)N.C#CC[SiH3]
lowest unoccupied orbital energy: 0.7 eV
spin multiplicity: 1
frontier orbital gap: 0.3507 Eh

---

> Which of these has the lowest molecular weight?

C23H61N5O5Si

---

> Which of these has the highest spin multiplicity?

C23H61N2O9Y

---

> Among the records above, which one has the lowest DFT total energy?

C23H61N5O5Si

---

> Among the records above, which one has the highest molecular weight?

C23H61N2O9Y